#A
Entry from OMol25: a 2-piece molecular cluster, H4NO2PS overall (ωB97M-V/def2-TZVPD).

Values from the calculation:
Frontier orbital gap   7.033 eV
LUMO   -1.861 eV

Structure (ORCA input):
```
! wB97M-V def2-TZVPD RIJCOSX def2/J DEFGRID3
* xyz 0 1
N 1.194 -0.418 0.630
O -1.412 1.713 0.090
O -1.125 -1.095 -0.297
P 0.229 -0.402 -0.736
S 0.992 -0.964 -2.399
H 0.635 -0.410 1.424
H 2.081 -0.136 0.924
H -1.232 2.594 -0.222
H -1.362 -0.883 0.587
*
```

Löwdin atomic charge list, values in e, 5 entries:
1. N -0.082
2. O -0.381
3. O -0.211
4. P 0.330
5. S 0.317

=====

#B
Entry from OMol25: a 2-piece molecular cluster, H4NO2PS overall (ωB97M-V/def2-TZVPD).

Values from the calculation:
Frontier orbital gap (spin up / spin down)   8.254 / 8.046 eV
LUMO (spin up / spin down)   -1.722 / -2.187 eV

Structure (ORCA input):
```
! wB97M-V def2-TZVPD RIJCOSX def2/J DEFGRID3
* xyz 0 1
N 0.835 -0.478 0.937
O 0.358 2.014 1.110
O -1.448 0.346 1.382
P -0.766 0.562 -1.459
S -0.274 0.773 0.684
H 0.434 -1.367 0.611
H 1.717 -0.118 0.613
H -1.438 -0.585 -1.369
H 0.581 -1.147 -2.508
*
```

Löwdin atomic charge list, values in e, 5 entries:
1. N -0.121
2. O -0.356
3. O -0.381
4. P 0.675
5. S 0.260

=====

In order of decreasing stability: #A, #B.